Below is CF3O7S2Sn as an isolated structure, with properties calculated with ωB97M-V with the def2-TZVPD basis set.

Values from the calculation:
Calculated total energy (eV): -51022.230
Kohn-Sham gap (Ha): 0.2675
Relative energy (zero: lowest compared OMol25 entry of this formula, charge and spin) (kcal/mol): 35.6
Net charge: -1

```
14
CF3O7S2Sn ωB97M-V with the def2-TZVPD basis set
Sn 0.196 2.051 -0.354
S -2.318 1.357 0.018
O -1.129 0.525 -0.278
O -3.123 1.279 -1.208
O -3.025 0.768 1.124
O -1.924 2.750 0.374
C 2.094 -1.332 0.669
F 2.232 -2.588 0.865
F 1.695 -0.752 1.807
F 3.178 -0.611 0.278
S 0.739 -0.938 -0.649
O 0.934 0.496 -0.873
O 1.021 -1.777 -1.782
O -0.570 -1.229 0.009
```